Here is a cluster of 2 separate species, C4H11NO in total from OMol25. Energies are from ωB97M-V with the def2-TZVPD basis set.

Last column: Löwdin charge in e.
Geometry (Å):
C (-2.192, -0.473, -0.117)  0.009
C (-0.864, -0.418, 0.068)  -0.436
C (0.057, -1.342, -0.686)  -0.057
N (-0.274, 0.549, 0.875)  -0.064
C (1.065, 0.375, 1.459)  -0.098
H (-2.621, -1.190, -0.802)  0.042
H (-2.884, 0.173, 0.401)  0.041
H (0.796, -1.841, -0.059)  0.076
H (0.550, -0.787, -1.484)  0.068
H (-0.539, -2.113, -1.166)  0.073
H (-0.910, 1.003, 1.511)  0.118
H (1.706, -0.076, 0.724)  0.057
H (1.029, -0.200, 2.382)  0.079
H (1.464, 1.358, 1.686)  0.078
O (1.519, 1.525, -1.418)  -0.065
H (1.379, 1.572, -2.370)  0.042
H (0.718, 1.884, -1.004)  0.037

Output
HOMO-LUMO gap   8.70 eV
E   -288.97232 Ha
SMILES string   C=C(C)NC.O
Energy above the lowest of the compared OMol25 structures with the same formula, charge and spin   1.2162 eV

Here is a cluster of 2 separate species, C4H11NO in total in a non-equilibrium geometry from OMol25. Energies are from ωB97M-V with the def2-TZVPD basis set.

Last column: Löwdin charge in e.
Geometry (Å):
C (-0.382, 0.488, 0.990)  -0.027
C (-0.283, -0.462, 1.893)  -0.277
C (-0.799, -0.486, 3.293)  -0.112
H (0.368, 0.443, 0.142)  0.052
H (-0.817, 1.465, 1.291)  0.075
H (0.307, -1.308, 1.632)  0.074
H (-0.175, -1.165, 3.870)  0.072
H (-1.016, 0.587, 3.539)  0.092
H (-1.755, -0.972, 3.334)  0.058
N (1.072, -0.559, -2.896)  0.014
C (0.110, 0.474, -2.534)  -0.355
O (0.664, 1.481, -1.688)  -0.143
H (0.740, -1.103, -3.682)  0.067
H (1.145, -1.247, -2.143)  0.070
H (-0.094, 0.912, -3.424)  0.072
H (-0.787, 0.115, -2.001)  0.115
H (1.703, 1.335, -1.617)  0.152

Output
HOMO-LUMO gap   10.36 eV
E   -288.92180 Ha
SMILES string   C=CC.NCO
Energy above the lowest of the compared OMol25 structures with the same formula, charge and spin   2.5910 eV

Here is an isolated molecule of C4H11NO in a non-equilibrium geometry from OMol25. Energies are from ωB97M-V with the def2-TZVPD basis set.

Last column: Löwdin charge in e.
Geometry (Å):
C (-0.237, 1.538, -1.719)  -0.108
C (0.034, 0.870, -0.301)  -0.491
N (1.469, 0.845, -0.123)  0.046
C (-0.746, -0.422, -0.388)  -0.135
C (-0.796, -0.972, 1.146)  -0.271
O (0.311, -1.725, 1.464)  -0.054
H (-1.255, 2.018, -1.781)  0.081
H (-0.036, 0.815, -2.633)  0.106
H (0.496, 2.319, -1.923)  0.053
H (-0.506, 1.691, 0.286)  0.147
H (1.993, 0.319, 0.537)  0.059
H (1.745, 0.351, -0.970)  0.074
H (-1.845, -0.330, -0.688)  0.136
H (-0.274, -1.046, -1.045)  0.073
H (-1.066, -0.188, 1.906)  0.126
H (-1.664, -1.581, 1.185)  0.082
H (0.111, -2.566, 1.844)  0.077

Output
HOMO-LUMO gap   10.05 eV
E   -288.93384 Ha
SMILES string   C[C@H](N)CCO
Energy above the lowest of the compared OMol25 structures with the same formula, charge and spin   2.2633 eV

Here is a cluster of 2 separate species, C4H11NO in total in a non-equilibrium geometry from OMol25. Energies are from ωB97M-V with the def2-TZVPD basis set.

Last column: Löwdin charge in e.
Geometry (Å):
N (2.424, 1.664, -0.526)  0.071
C (1.771, 1.346, 0.680)  -0.403
O (1.975, 0.416, 1.462)  -0.003
H (2.807, 0.938, -1.168)  0.112
H (2.241, 2.638, -0.901)  0.114
H (1.023, 2.109, 0.843)  0.108
C (-0.832, -1.949, 0.515)  -0.160
C (-1.402, -0.595, 0.487)  -0.390
C (-1.234, 0.028, -0.898)  -0.177
H (0.290, -1.816, 0.264)  0.104
H (-0.868, -2.438, 1.535)  0.089
H (-1.375, -2.637, -0.120)  0.062
H (-2.436, -0.449, 0.805)  0.096
H (-0.865, 0.058, 1.301)  0.119
H (-1.626, 1.073, -1.272)  0.079
H (-1.735, -0.752, -1.608)  0.086
H (-0.160, 0.366, -1.398)  0.093

Output
HOMO-LUMO gap   11.04 eV
E   -288.94677 Ha
SMILES string   NC=O.CCC
Energy above the lowest of the compared OMol25 structures with the same formula, charge and spin   1.9116 eV

Here is a cluster of 3 separate species, C4H11NO in total in a non-equilibrium geometry from OMol25. Energies are from ωB97M-V with the def2-TZVPD basis set.

Last column: Löwdin charge in e.
Geometry (Å):
C (-1.643, -1.162, 0.552)  -0.123
C (-1.402, 0.117, -0.144)  -0.037
C (-0.258, 0.846, 0.232)  -0.394
C (0.481, 0.684, 1.402)  0.157
N (0.153, 1.939, -0.670)  0.089
H (-2.229, -1.174, 1.532)  0.129
H (-0.671, -1.693, 0.508)  0.008
H (-2.289, -1.615, -0.230)  0.085
H (-2.162, 0.457, -0.838)  0.122
H (1.370, -1.978, -0.049)  0.051
H (0.179, -0.252, 1.992)  0.087
H (1.300, 1.374, 1.595)  0.079
H (0.295, 1.591, -1.556)  0.043
H (0.925, 2.288, -0.200)  0.037
H (1.863, 0.175, -1.088)  -0.097
H (1.885, -1.260, -1.241)  -0.022
O (2.201, -0.336, -1.796)  -0.214

Output
HOMO-LUMO gap   4.85 eV
E   -288.74031 Ha
Energy above the lowest of the compared OMol25 structures with the same formula, charge and spin   7.5294 eV

Here is a cluster of 2 separate species, C4H11NO in total in a non-equilibrium geometry from OMol25. Energies are from ωB97M-V with the def2-TZVPD basis set.

Last column: Löwdin charge in e.
Geometry (Å):
C (2.092, -1.457, 0.637)  -0.050
C (1.490, -0.519, 1.647)  -0.340
O (1.053, -0.828, 2.722)  0.045
H (1.843, -1.096, -0.358)  0.065
H (1.752, -2.470, 0.833)  0.083
H (3.182, -1.387, 0.706)  0.085
H (1.365, 0.521, 1.273)  0.112
C (-0.838, 0.497, -2.504)  -0.111
C (-1.669, 1.369, -1.581)  -0.360
N (-1.952, 0.728, -0.323)  -0.013
H (-0.785, -0.519, -2.156)  0.055
H (-1.179, 0.506, -3.541)  0.066
H (0.209, 0.807, -2.608)  0.063
H (-1.130, 2.335, -1.486)  0.097
H (-2.593, 1.732, -1.986)  0.094
H (-1.172, 0.380, 0.205)  0.047
H (-2.690, 1.144, 0.216)  0.063

Output
HOMO-LUMO gap   9.80 eV
E   -288.96102 Ha
SMILES string   CC=O.CCN
Energy above the lowest of the compared OMol25 structures with the same formula, charge and spin   1.5238 eV

Here is a cluster of 2 separate species, C4H11NO in total in a non-equilibrium geometry from OMol25. Energies are from ωB97M-V with the def2-TZVPD basis set.

Last column: Löwdin charge in e.
Geometry (Å):
C (1.288, 3.152, 1.594)  -0.018
C (1.511, 1.907, 1.139)  -0.243
C (1.792, 0.699, 2.062)  -0.114
H (1.440, 3.895, 0.822)  0.049
H (0.878, 3.189, 2.593)  0.058
H (1.456, 1.589, 0.105)  0.077
H (0.956, 0.536, 2.735)  0.070
H (2.000, -0.046, 1.292)  0.053
H (2.785, 0.795, 2.506)  0.069
N (-1.844, -2.529, -1.045)  0.018
C (-1.816, -2.123, -2.398)  -0.332
O (-1.978, -0.672, -2.572)  -0.096
H (-0.955, -2.436, -0.596)  0.065
H (-2.717, -2.682, -0.573)  0.076
H (-0.821, -2.366, -2.779)  0.111
H (-2.665, -2.563, -2.913)  0.112
H (-1.312, -0.346, -1.972)  0.046

Output
HOMO-LUMO gap   9.99 eV
E   -288.91604 Ha
SMILES string   C=CC.NCO
Energy above the lowest of the compared OMol25 structures with the same formula, charge and spin   2.7477 eV

Here is a cluster of 2 separate species, C4H11NO in total in a non-equilibrium geometry from OMol25. Energies are from ωB97M-V with the def2-TZVPD basis set.

Last column: Löwdin charge in e.
Geometry (Å):
C (-2.498, -1.899, -0.568)  -0.158
C (-2.081, -0.547, 0.024)  -0.311
C (-0.719, -0.055, 0.520)  -0.111
C (0.498, -0.152, -0.058)  -0.261
N (1.705, 0.013, 0.525)  0.043
H (-2.500, -2.547, 0.312)  0.048
H (-3.677, -1.821, -0.709)  0.110
H (-1.726, -2.090, -1.416)  0.099
H (-2.733, -0.458, 0.848)  0.065
H (-2.365, 0.050, -0.987)  0.140
H (-0.748, 0.256, 1.575)  0.095
H (0.574, -0.656, -1.020)  0.105
H (2.467, 0.456, 0.099)  0.057
H (1.853, -0.416, 1.398)  0.072
O (4.156, 2.941, -0.185)  -0.082
H (3.985, 3.442, -0.962)  0.004
H (3.810, 3.481, 0.605)  0.084

Output
HOMO-LUMO gap   8.83 eV
E   -288.90661 Ha
SMILES string   CC/C=C/N.O
Energy above the lowest of the compared OMol25 structures with the same formula, charge and spin   3.0043 eV

Here is a cluster of 2 separate species, C4H11NO in total in a non-equilibrium geometry from OMol25. Energies are from ωB97M-V with the def2-TZVPD basis set.

Last column: Löwdin charge in e.
Geometry (Å):
C (0.271, 1.342, -2.440)  -0.054
C (0.270, 2.135, -1.166)  -0.298
O (0.750, 1.957, -0.057)  0.014
H (-0.595, 1.309, -3.036)  0.059
H (0.944, 1.960, -3.099)  0.108
H (0.570, 0.316, -2.376)  0.055
H (-0.472, 3.012, -1.339)  0.132
C (0.160, -1.789, 0.292)  -0.121
N (-0.389, -0.581, 1.022)  -0.182
C (-0.676, -0.891, 2.467)  -0.156
H (-0.396, -2.633, 0.294)  0.025
H (1.168, -1.931, 0.749)  0.077
H (0.519, -1.381, -0.709)  0.074
H (0.360, 0.126, 0.894)  0.056
H (0.162, -1.102, 3.224)  0.086
H (-1.319, -0.075, 2.847)  0.064
H (-1.328, -1.775, 2.434)  0.062

Output
HOMO-LUMO gap   9.49 eV
E   -288.92336 Ha
SMILES string   CC=O.CNC
Energy above the lowest of the compared OMol25 structures with the same formula, charge and spin   2.5486 eV

Here is a cluster of 2 separate species, C4H11NO in total in a non-equilibrium geometry from OMol25. Energies are from ωB97M-V with the def2-TZVPD basis set.

Last column: Löwdin charge in e.
Geometry (Å):
C (-1.842, -0.263, 1.298)  -0.013
C (-0.615, -1.078, 1.525)  -0.604
N (-0.107, -1.720, 0.420)  0.147
O (-0.096, -1.284, 2.605)  0.041
H (-1.738, 0.672, 1.842)  0.093
H (-2.632, -0.796, 1.771)  0.076
H (-2.228, -0.169, 0.295)  0.075
H (0.608, -2.417, 0.493)  0.103
H (-0.638, -1.791, -0.432)  0.091
C (1.279, 1.487, -0.609)  -0.169
C (1.049, 0.722, -1.910)  -0.168
H (1.117, 2.559, -0.660)  0.061
H (0.659, 1.094, 0.200)  0.039
H (2.287, 1.339, -0.229)  0.063
H (1.318, -0.322, -1.768)  0.049
H (1.598, 1.236, -2.697)  0.060
H (-0.019, 0.731, -2.145)  0.057

Output
HOMO-LUMO gap   10.71 eV
E   -289.00749 Ha
SMILES string   CC(N)=O.CC
Energy above the lowest of the compared OMol25 structures with the same formula, charge and spin   0.2593 eV